# 1
Entry from the Open Molecules 2025 dataset: a molecular structure, C22H41BN6O4SiSn (the ωB97M-V functional and the def2-TZVPD basis).

```
76
Properties=species:S:1:pos:R:3:forces:R:3
C 0.743 2.371 -2.079 -0.046 -0.250 0.050
N 0.991 1.146 -2.550 -0.256 -2.156 1.315
N 1.100 1.155 -3.906 0.502 0.425 0.865
C 0.955 2.445 -4.253 0.394 -0.741 -0.983
C 0.744 3.232 -3.147 -0.364 1.417 1.037
B 1.306 -0.191 -4.705 -0.303 -0.883 0.146
N 2.410 -1.164 -4.080 0.204 0.821 -0.192
N 2.501 -1.453 -2.745 -0.986 0.190 1.076
C 3.557 -2.281 -2.555 0.224 -0.023 -0.836
C 4.176 -2.503 -3.787 -0.399 0.021 0.769
C 3.413 -1.805 -4.718 -0.276 0.448 0.933
Sn 0.746 -0.733 -1.553 -0.766 -0.310 -4.997
N -0.014 -1.029 -4.586 0.005 0.236 -0.801
N -0.561 -1.520 -3.414 0.610 0.550 0.056
C -1.705 -2.169 -3.789 0.170 0.438 -1.389
C -1.881 -2.093 -5.189 1.397 0.647 1.348
C -0.770 -1.378 -5.652 -0.769 -0.420 1.663
H -2.407 -2.672 -3.156 0.164 0.005 0.689
H -0.518 -1.110 -6.655 0.257 0.204 -0.247
H -2.694 -2.460 -5.772 -0.312 -0.325 -0.150
H 1.576 0.030 -5.847 -0.116 -0.012 0.276
H 3.548 -1.698 -5.778 -0.035 0.065 -0.225
H 1.040 2.705 -5.283 -0.021 0.262 -0.507
H 5.075 -3.084 -3.941 -0.166 0.024 -0.122
H 0.602 4.310 -3.026 0.095 -0.540 -0.628
H 3.831 -2.673 -1.591 -0.016 0.075 0.129
H 0.548 2.507 -1.015 0.263 0.153 -0.484
H 0.181 -2.736 -1.295 0.377 -0.678 0.833
C 0.716 -2.945 -0.302 -0.811 -0.430 -0.614
H 1.453 -3.733 -0.515 -0.467 0.001 -0.045
H 1.312 -2.190 0.216 0.108 0.629 0.038
H -0.093 -3.197 0.419 0.628 0.047 -0.591
C 2.276 0.446 2.761 0.029 0.213 -0.268
C 1.336 -0.745 2.862 0.214 -0.011 0.677
C 2.063 -2.031 2.532 -0.159 -0.254 -0.382
C 0.711 -0.847 4.241 -0.458 0.052 -0.030
O 0.135 -0.659 1.771 0.573 1.368 0.155
Si -0.836 0.367 0.919 1.797 -2.536 0.561
O -0.904 -0.118 -0.638 1.108 0.273 1.112
O -2.369 0.362 1.468 -2.035 -1.152 2.077
C -3.126 -0.623 2.266 1.614 -1.654 -3.360
C -2.655 -2.060 2.089 0.152 -0.187 0.378
C -2.970 -0.190 3.712 -0.114 1.762 2.598
C -4.563 -0.454 1.778 -1.743 1.164 0.113
O -0.147 1.857 1.117 -1.139 2.476 0.629
C -0.398 3.214 1.822 3.010 -0.632 0.222
C -1.486 4.027 1.130 -1.847 0.312 -1.226
C -0.760 2.989 3.277 -0.893 -0.572 1.001
C 0.949 3.885 1.666 0.098 0.080 -0.288
H 3.173 0.288 3.390 -0.508 -0.186 -0.213
H 1.825 1.374 3.124 -0.130 -0.089 -0.045
H 2.645 0.602 1.744 -0.037 -0.027 -0.014
H 2.783 -2.334 3.312 -0.377 0.405 -0.220
H 1.340 -2.840 2.423 0.115 -0.115 0.089
H 2.622 -1.912 1.602 0.205 -0.098 0.043
H 0.220 0.090 4.525 0.022 -0.099 0.009
H -0.014 -1.666 4.264 0.084 0.071 0.109
H 1.468 -1.061 5.018 -0.188 0.124 -0.545
H -1.631 -2.233 2.436 -0.060 0.159 -0.145
H -3.281 -2.732 2.695 -0.008 0.400 -0.090
H -2.763 -2.404 1.056 0.086 0.228 -0.076
H -3.271 0.859 3.807 -0.029 -0.232 0.111
H -3.599 -0.786 4.386 -0.166 -0.123 -0.607
H -1.931 -0.297 4.050 -0.134 -0.082 -0.533
H -4.827 0.609 1.832 -0.200 -0.295 -0.052
H -4.618 -0.771 0.728 0.313 0.016 0.163
H -5.303 -1.033 2.356 0.652 0.148 0.104
H -2.467 3.557 1.248 0.145 0.001 -0.073
H -1.563 5.039 1.567 0.486 -0.551 0.273
H -1.266 4.168 0.067 0.074 -0.187 0.156
H -0.030 2.353 3.786 0.017 -0.017 -0.278
H -0.773 3.941 3.830 0.041 -0.035 -0.578
H -1.760 2.561 3.383 0.106 -0.016 0.032
H 1.723 3.235 2.084 0.043 0.150 -0.015
H 1.151 4.024 0.601 0.209 0.140 0.104
H 1.008 4.863 2.160 -0.257 -0.281 -0.092
```
Forces are in eV/Å.

Computed properties:
LUMO level (alpha / beta) ... -17.26 / -17.06 eV
Orbital gap (alpha / beta) ... 0.086 / 0.094 Eh
Charge ... +4

Atom charges from the Löwdin analysis, given in e for atoms 1 to 2: C -0.090; N -0.108

---

# 2
Entry from the Open Molecules 2025 dataset: 4 unconnected molecules or ions with the total composition C3H12IO3 (the ωB97M-V functional and the def2-TZVPD basis).

```
19
Properties=species:S:1:pos:R:3:forces:R:3
I -0.979 1.421 0.685 0.024 -0.312 -0.138
C 2.333 3.433 -0.218 -0.278 0.118 0.590
O 1.788 3.537 1.098 0.187 -0.382 -0.355
H 2.333 4.412 -0.700 -0.112 0.054 0.020
H 3.372 3.093 -0.171 0.001 -0.204 -0.137
H 1.702 2.748 -0.785 0.250 -0.026 -0.312
H 1.230 2.736 1.187 -0.058 0.532 0.214
C -3.045 -2.388 1.807 0.464 -0.830 -0.935
O -1.676 -2.050 1.905 -0.016 -0.211 0.436
H -3.481 -1.853 0.959 -0.417 0.126 0.372
H -3.100 -3.460 1.545 0.002 0.203 0.014
H -3.616 -2.307 2.737 0.147 0.593 -0.008
H -1.491 -1.234 1.417 -0.112 0.229 0.144
C 1.017 -1.557 -1.998 0.753 -0.552 0.357
O -0.209 -0.919 -2.220 0.092 0.048 0.341
H 1.202 -1.880 -0.963 -0.436 0.222 0.095
H 1.068 -2.487 -2.568 -0.105 0.185 -0.310
H 1.887 -0.936 -2.245 -0.102 0.078 -0.275
H -0.334 -0.309 -1.472 -0.285 0.126 -0.114
```
Forces are in eV/Å.

Computed properties:
LUMO level ... 3.56 eV
Orbital gap ... 0.296 Eh
Energy relative to the best compared isomer or geometry (same formula, charge and spin) ... 145.3 kJ/mol
Charge ... -1

Atom charges from the natural (NBO) analysis, given in e for atoms 1 to 2: I -0.929; C -0.252

---

# 3
Entry from the Open Molecules 2025 dataset: C7H14N2 in the gas phase (the ωB97M-V functional and the def2-TZVPD basis).

```
23
Properties=species:S:1:pos:R:3:forces:R:3
C -1.954 -0.003 1.211 0.005 0.386 0.237
C -1.165 1.930 -1.086 -0.240 -0.129 0.125
C 0.043 -0.072 -2.034 0.635 0.035 0.180
C 0.490 -0.703 0.897 0.509 0.608 -0.813
C -0.684 -0.053 0.406 0.386 0.917 -0.482
C -0.483 0.615 -0.797 -1.171 -0.581 0.401
N 0.479 -1.846 1.698 0.352 -0.512 0.058
N 2.902 -0.771 0.511 0.206 -0.623 0.186
C 1.664 -0.145 0.440 -0.199 0.228 0.554
H -0.391 -1.969 2.199 0.157 -0.072 -0.031
H 1.285 -1.866 2.318 -0.350 -0.090 0.067
H 2.845 -1.777 0.394 0.211 0.162 -0.088
H 3.615 -0.349 -0.070 -0.142 -0.171 0.212
H 1.766 0.923 0.269 -0.543 -0.315 -0.362
H -2.572 0.867 0.971 0.116 -0.109 -0.086
H -2.565 -0.890 1.000 0.093 0.089 0.028
H -1.766 0.028 2.288 -0.006 -0.051 0.047
H -0.493 2.569 -1.671 -0.090 -0.106 0.001
H -2.085 1.800 -1.665 -0.008 0.087 -0.126
H -0.747 -0.126 -2.796 -0.020 0.215 0.100
H 0.346 -1.105 -1.840 0.090 0.214 0.107
H 0.887 0.470 -2.471 -0.002 -0.095 -0.207
H -1.415 2.474 -0.170 0.012 -0.088 -0.107
```
Forces are in eV/Å.

Computed properties:
LUMO level ... 0.92 eV
Orbital gap ... 0.277 Eh
Energy relative to the best compared isomer or geometry (same formula, charge and spin) ... 166.8 kJ/mol

Atom charges from the natural (NBO) analysis, given in e for atoms 1 to 2: C -0.650; C -0.659

---

Record-wise total energy values, in eV: -54952.99183 -17550.59027 -10464.63791